ORCA calculation (ωB97M-V with the def2-TZVPD basis set) on CH3ClNO as an isolated structure at a distorted geometry.

```
7
Properties=species:S:1:pos:R:3:forces:R:3
C 0.488 -0.242 -0.497 -3.47 1.42 1.00
N 0.005 0.235 1.000 2.69 -0.87 -3.69
O -0.002 1.454 1.036 0.27 1.88 0.99
Cl -2.030 -0.534 0.865 -2.65 -1.16 0.17
H 0.304 -1.305 -0.523 0.05 -0.17 -0.14
H -0.255 0.342 -1.251 1.76 -1.45 1.85
H 1.489 0.051 -0.630 1.36 0.35 -0.18
```
Positions in Å, forces in eV/Å.

Output
Expectation value of S² ... 2.0078
Spin multiplicity ... 3
Gap between HOMO and LUMO (spin up / spin down) ... 5.92 / 7.43 eV
Max |F| ... 4.65 eV Å⁻¹
ΔE to the lowest compared entry with this formula, charge and spin ... 0.0 kcal/mol
Total charge ... -1
HOMO level (spin up / spin down) ... -1.3 / -3.5 eV

These are the Löwdin partial charges, in e, on atoms 1 to 5: C -0.153; N -0.487; O -0.225; Cl -0.237; H 0.010